Entry 1:
10
Properties=species:S:1:pos:R:3:forces:R:3 method="wB97M-V/def2-TZVPD" e_homo_ev="-2.53 / -2.53" lumo_ev="4.68 / 4.68" total_charge=-1 e_above_lowest_kj_mol=806.2 mol_weight_g_mol=77.1
C -0.301307 0.826601 0.231116 -0.5 1.0 1.1
N 1.798744 -0.705172 -0.386873 -1.0 0.5 0.1
N -0.199492 -0.444005 0.847393 -1.1 -1.5 0.3
O -1.788604 -1.012264 -0.378056 -0.3 0.7 0.1
O 0.772868 -1.181830 0.548881 1.3 0.6 0.0
H 0.045390 0.824807 -0.748162 1.1 0.1 -1.7
H -1.379070 0.975966 0.139248 0.3 0.5 0.6
H 0.260213 1.525920 0.886152 -0.3 0.0 -0.4
H -1.305877 -1.817842 -0.392542 0.3 -1.3 -0.3
H 2.424493 -1.485681 -0.280851 0.2 -0.7 0.0

***

Entry 2:
10
Properties=species:S:1:pos:R:3:forces:R:3 method="wB97M-V/def2-TZVPD" e_homo_ev=-9.72 lumo_ev=0.67 e_above_lowest_kj_mol=45.0 mol_weight_g_mol=92.0
C -1.620175 0.764856 -0.239737 -0.5 2.1 -0.5
N 1.677238 -0.911258 0.194924 0.5 -2.1 -0.2
N -1.512011 -0.435579 0.029658 1.6 -2.3 0.7
O 1.529989 1.541007 0.064755 -2.1 3.4 -0.6
P 2.480551 0.538378 0.416679 0.8 -3.4 0.2
H -2.646708 1.221435 -0.517501 1.7 -0.2 0.4
H -0.617954 1.309676 -0.179853 -1.7 0.0 -0.4
H 0.690238 -1.226727 -0.049496 1.3 1.4 0.5
H 2.308642 -1.737983 0.218484 -0.7 0.8 0.2
H -2.289808 -1.063806 0.062090 -1.0 0.2 -0.3

***

Entry 3:
9
Properties=species:S:1:pos:R:3:forces:R:3 method="wB97M-V/def2-TZVPD" e_homo_ev=-8.99 lumo_ev=0.61 e_above_lowest_kj_mol=173.6 mol_weight_g_mol=76.0
C 0.325228 0.430516 -1.611156 -0.2 -1.1 1.2
N -0.528197 -0.459809 2.381082 0.9 0.0 -0.5
N -0.179722 -0.297300 0.070248 3.7 1.5 -5.5
P 0.736731 -0.377085 1.425365 -1.6 -0.1 1.0
H 0.604574 1.489411 -1.371175 -0.2 -1.3 -0.2
H 1.170445 -0.172366 -2.153243 -1.4 1.0 1.9
H -0.525247 0.412751 -2.365315 0.6 -0.1 1.7
H -0.476365 -0.725443 3.342396 0.5 0.0 0.6
H -1.127447 -0.300675 0.281798 -2.3 0.2 -0.1

***

Entry 4:
9
Properties=species:S:1:pos:R:3:forces:R:3 method="wB97M-V/def2-TZVPD" spin_multiplicity=3 e_homo_ev="-6.66 / -8.95" lumo_ev="1.19 / -1.25" e_above_lowest_kj_mol=12.7 mol_weight_g_mol=76.0
C 1.713350 -0.347572 0.143879 0.4 -0.5 0.0
N 0.373887 -0.214998 -0.431013 -0.2 0.0 0.9
N -2.254893 0.353171 -0.205823 -1.7 1.6 1.9
P -0.961186 0.257682 0.854996 1.5 -0.4 -0.8
H 1.839033 0.128846 1.138945 -0.1 -0.6 -0.3
H 2.509727 0.076678 -0.497052 -0.7 0.3 -0.2
H 2.134742 -1.429430 0.142892 -1.3 1.2 0.4
H -2.283321 0.196618 -1.159368 0.7 -0.7 -2.2
H -3.071336 0.979007 0.012543 1.4 -1.0 0.2

***

Entry 5:
9
Properties=species:S:1:pos:R:3:forces:R:3 method="wB97M-V/def2-TZVPD" e_homo_ev=-2.95 lumo_ev=4.27 total_charge=-1 e_above_lowest_kj_mol=21.3 mol_weight_g_mol=77.1
S -0.676387 -1.850907 -1.292355 -0.3 -0.1 0.0
H 0.347615 -2.231863 -2.069364 0.1 0.1 0.1
N 0.260085 0.125483 1.196847 -1.0 1.5 -0.2
C 0.119575 1.403286 0.774508 -0.2 -0.6 0.0
N 0.944853 2.330568 1.060369 0.2 0.8 0.2
H 1.035890 -0.020049 1.813446 0.2 -0.7 -0.2
H -0.263516 -0.529454 0.611504 0.8 -0.8 0.2
H -0.785440 1.553557 0.175657 0.2 0.0 -0.1
H 0.600634 3.202079 0.662813 0.1 0.0 0.1

***

Entry 6:
9
Properties=species:S:1:pos:R:3:forces:R:3 method="wB97M-V/def2-TZVPD" e_homo_ev="-14.98 / -12.35" lumo_ev="-6.49 / -8.01" total_charge=+1 e_above_lowest_kj_mol=435.2 mol_weight_g_mol=73.2
C 1.162616 0.429527 2.143768 0.3 -0.7 2.1
N -0.167870 -2.358408 -1.804063 -1.4 3.9 0.1
N -0.556175 -1.292012 -1.768484 2.0 -6.1 -0.7
Si -1.116489 0.274482 -1.355256 -2.6 1.9 0.9
H 1.347578 0.021178 3.134730 -0.1 -0.2 -0.4
H 1.032673 -0.174780 1.317712 -0.1 -1.2 -1.5
H 1.093835 1.454920 2.093846 -0.1 2.1 -0.4
H -2.557179 0.497549 -1.768811 0.7 -0.6 0.4
H -0.238989 1.147544 -1.993443 1.3 0.9 -0.6

***

Entry 7:
9
Properties=species:S:1:pos:R:3:forces:R:3 method="wB97M-V/def2-TZVPD" e_homo_ev=-10.63 lumo_ev=1.17 e_above_lowest_kj_mol=199.5 mol_weight_g_mol=59.1
C 0.822896 -0.625359 -0.268227 0.4 0.5 2.3
N 0.821995 -1.761617 -0.804068 -0.1 0.7 -0.9
N -1.943039 -0.105785 -0.315706 -1.5 2.4 2.5
N -2.247284 0.632111 0.462269 0.9 -2.4 -2.5
H 0.034476 2.030969 1.016896 2.2 -1.2 1.3
H 0.188271 0.235579 -0.551495 0.9 -0.4 -0.3
H 1.361183 -0.534627 0.690700 -0.1 0.3 -0.3
H 0.696500 1.651959 1.383033 -2.2 1.3 -1.2
H 0.265001 -1.523226 -1.613401 -0.5 -1.2 -1.0

***

Entry 8:
9
Properties=species:S:1:pos:R:3:forces:R:3 method="wB97M-V/def2-TZVPD" e_homo_ev=-8.67 lumo_ev=1.19 e_above_lowest_kj_mol=373.1 mol_weight_g_mol=59.1
C -1.159961 -0.076635 -0.238568 1.7 0.5 -0.7
N 0.091445 0.777168 -0.099325 -1.7 0.2 -0.5
N -0.568288 0.209392 1.023176 -0.3 -0.2 2.1
N 1.280036 0.194080 -0.508757 0.6 -0.7 -0.6
H -0.081041 -0.579134 1.461122 0.1 0.1 -0.5
H 1.459327 -0.743557 -0.141911 -0.1 0.2 0.1
H 2.051675 0.821338 -0.308656 -0.3 -0.1 0.2
H -0.980506 -1.027790 -0.732042 0.0 0.0 0.1
H -2.092689 0.425138 -0.455037 0.0 0.1 -0.1